# 1
Molecular formula: C27H36N6O9
Method: DFT, the ωB97M-V functional and the def2-TZVPD basis

- SMILES string: O=[N+]([O-])c1ccccc1.O=[N+]([O-])c1ccccc1.O=[N+]([O-])c1ccccc1.CN(C)C=O.CN(C)C=O.CN(C)C=O
- Relative energy (zero: lowest compared OMol25 entry of this formula, charge and spin): 1582.9 kJ/mol
- Largest force on an atom: 18.80 eV/Å
- DFT total energy: -55926.157 eV
- Spin multiplicity: 1

Each line ends with the Löwdin charge.
Positions of all 78 atoms, in Å:
O 51.2050 53.6610 19.9200  0.04
N 50.1040 54.0250 20.3630  -0.35
O 49.5940 55.1220 20.0820  0.06
C 49.3600 52.9690 21.0740  -0.11
C 47.8840 53.2140 21.5380  0.06
C 47.0510 52.0480 22.1990  0.01
C 47.7040 50.6580 22.3760  -0.06
C 49.0130 50.4800 21.9170  -0.04
C 49.8780 51.6210 21.2820  0.05
H 47.5270 54.2320 21.3950  0.07
H 45.9610 52.0940 22.2370  0.07
H 47.2870 49.8360 22.7980  0.05
H 49.6810 49.6460 22.1800  0.07
H 50.8330 51.5890 20.8820  0.05
O 55.8050 44.9870 19.5000  0.03
N 55.0550 45.9700 19.3350  -0.32
O 54.4370 46.2580 18.2990  0.05
C 55.0840 47.1610 20.2400  -0.12
C 56.1840 47.3620 21.2810  0.01
C 56.1960 48.6060 22.1610  -0.02
C 55.0590 49.6050 22.0430  -0.11
C 54.1060 49.4730 21.0530  -0.09
C 54.0410 48.2320 20.0980  0.05
H 56.9180 46.4700 21.1240  0.12
H 57.1980 48.6080 22.8090  0.13
H 55.1390 50.5940 22.5380  0.10
H 53.4480 50.3960 20.8430  0.12
H 53.1520 48.1630 19.5020  0.08
O 47.9150 42.5350 29.4650  0.03
N 47.9150 43.1710 28.3330  -0.31
O 46.8950 43.5290 27.7020  0.07
C 49.2060 43.2470 27.7550  -0.10
C 49.5060 44.2850 26.6910  0.09
C 50.9600 44.6470 26.3370  -0.04
C 51.9880 43.8110 26.7960  -0.10
C 51.7910 42.8070 27.8150  0.00
C 50.3960 42.5450 28.3300  0.10
H 48.6330 44.6570 26.2420  0.07
H 51.0730 45.4120 25.6480  0.04
H 53.0600 44.0360 26.4580  0.12
H 52.6150 42.2030 28.0940  0.08
H 50.2090 42.1930 29.0860  -0.05
C 52.9090 45.3490 22.4890  -0.09
N 51.7930 46.2390 22.4320  -0.18
C 51.8940 47.4530 23.1910  -0.09
C 50.8970 46.1550 21.3780  -0.20
O 49.7680 46.8490 21.3230  -0.08
H 53.1580 44.9240 21.4740  0.08
H 52.5040 44.2950 22.6560  0.10
H 53.8180 45.2590 23.0530  0.08
H 52.5120 47.2160 24.1760  0.11
H 50.8940 47.6630 23.9770  0.15
H 52.2140 48.3960 22.9100  0.02
H 50.9640 45.2410 20.7800  0.12
C 51.7060 43.3860 18.1340  -0.09
N 52.3860 42.6040 19.0930  -0.15
C 51.4300 41.5610 19.7140  0.02
C 53.6430 42.6350 19.2950  -0.28
O 54.1600 41.7920 20.2000  -0.12
H 52.0400 43.2190 17.1850  0.05
H 52.0010 44.4140 18.2980  0.07
H 50.5310 43.3970 17.8770  0.16
H 51.8880 40.6780 19.8340  0.03
H 50.5550 41.3340 19.2180  0.05
H 50.9610 41.9610 20.6950  0.12
H 54.2680 43.3790 18.7570  0.13
C 55.7630 42.2530 23.3710  -0.05
N 56.6700 43.4700 23.1690  -0.17
C 57.6210 43.4700 22.0480  -0.02
C 56.6080 44.5760 23.9820  -0.30
O 57.3050 45.6150 23.8330  -0.03
H 55.7950 41.5420 22.5020  0.08
H 54.7250 42.5590 23.7140  0.08
H 55.9360 41.4980 24.2560  0.10
H 58.1120 42.5640 21.8770  0.06
H 58.2210 44.2630 22.1880  0.02
H 56.7840 43.7750 21.1230  0.15
H 56.0550 44.2610 24.7070  0.06

Cartesian forces, eV/Å:
-1.11 0.63 0.87
0.60 0.09 -1.81
0.46 -1.96 1.20
-4.67 -2.93 2.76
1.37 -4.20 0.93
4.39 0.15 -2.77
2.16 6.01 -2.77
2.71 3.60 -0.57
-5.02 1.77 1.02
-0.39 -0.43 0.07
0.46 0.50 0.47
-1.84 -1.97 1.31
-1.02 -0.14 -0.42
1.90 -1.21 -0.33
-1.93 1.79 -0.01
1.42 1.75 -1.25
0.31 -1.84 1.03
-0.73 3.92 3.27
-2.13 0.87 -1.53
-0.02 -2.83 -1.95
3.20 -1.48 -0.60
-0.32 -2.04 -2.55
2.83 0.38 3.69
-0.81 2.16 1.28
-2.83 0.59 -1.16
-0.04 -1.01 0.03
0.76 -1.97 0.30
0.11 -0.19 -0.57
-0.64 2.36 -3.32
-2.08 -2.84 2.05
2.49 -0.42 1.65
6.15 2.65 -2.77
3.36 -2.68 2.64
-4.48 -3.80 2.16
0.63 0.06 1.04
-4.73 1.07 -1.13
3.58 9.74 -15.68
-0.66 1.16 -0.68
0.44 1.28 -1.20
-1.71 -0.45 0.52
0.48 -0.37 0.66
-2.81 -7.76 14.03
-0.94 -5.85 -2.93
0.06 2.35 -1.31
-2.61 -1.79 7.67
-5.35 2.12 2.01
5.77 -2.58 0.01
0.53 1.59 0.15
-0.15 0.94 1.09
0.14 1.84 0.66
-0.41 0.25 -2.32
1.99 -0.54 -2.95
0.62 1.43 -1.79
0.49 0.22 -0.29
-2.43 2.95 -0.70
-6.42 -2.66 0.22
0.52 4.43 2.49
4.69 -3.86 4.84
-1.39 3.63 -3.68
1.31 -0.86 -2.74
-0.37 0.63 0.05
2.48 -0.60 1.93
2.14 -2.92 0.97
-1.51 0.31 -2.34
1.43 -0.58 -1.15
-0.43 -0.43 0.20
-0.29 -0.69 1.65
0.12 -1.32 0.66
-6.81 0.24 -2.57
5.41 1.11 -5.66
-1.99 -2.12 0.52
-0.41 1.44 0.40
0.97 -0.01 -1.34
0.96 1.71 -1.19
0.52 -1.40 -0.15
2.35 2.63 0.34
3.15 -1.19 1.90
-4.00 -0.42 5.43

---

# 2
Molecular formula: CH2O4S
Method: DFT, the ωB97M-V functional and the def2-TZVPD basis

- Relative energy (zero: lowest compared OMol25 entry of this formula, charge and spin): 82.0 kJ/mol
- Largest force on an atom: 4.81 eV/Å
- DFT total energy: -20093.389 eV
- Spin multiplicity: 1

Each line ends with the Löwdin charge.
Positions of all 8 atoms, in Å:
C -3.2559 0.2649 0.1069  -0.48
O -4.0810 0.0681 -0.6618  0.24
O -1.3842 -1.4903 -0.5922  -0.47
O -0.1293 0.5974 -0.4452  -0.36
O -2.6057 0.6098 0.9855  0.13
S -0.5481 -0.8269 0.3299  0.85
H 0.0769 1.1532 0.3526  0.07
H 0.7755 -1.1287 -0.1036  0.02

Cartesian forces, eV/Å:
-1.78 0.60 -0.13
-0.41 -0.70 -1.31
-2.51 -1.71 -1.71
-0.36 1.18 1.94
1.48 0.40 1.46
4.68 1.12 0.00
-0.26 0.11 -1.25
-0.83 -1.00 0.99

---

# 3
Molecular formula: C10H25N2O
Method: DFT, the ωB97M-V functional and the def2-TZVPD basis

- Charge: +1
- Relative energy (zero: lowest compared OMol25 entry of this formula, charge and spin): 80.5 kJ/mol
- Largest force on an atom: 4.84 eV/Å
- DFT total energy: -15794.716 eV
- Spin multiplicity: 1

Each line ends with the Löwdin charge.
Positions of all 38 atoms, in Å:
C 2.9502 -0.7879 -1.2670  0.00
C 1.6156 -2.8500 -2.0324  0.02
C 0.8402 -0.5960 -2.6287  -0.02
C 0.5938 1.0779 0.2890  0.04
C 0.0895 -2.2729 2.0906  0.01
C 0.1413 0.1463 2.9412  0.01
C -2.7235 1.7280 1.1720  -0.11
C -2.5276 2.4055 -1.2614  -0.06
C 1.5469 -1.3499 -1.5235  -0.51
C 0.5848 -0.3621 0.6772  -0.18
N 0.2136 -0.8370 1.8324  -0.09
N -1.9276 2.3156 0.1171  -0.20
O 0.7119 -1.4151 -0.2935  -0.03
H 3.0430 0.2349 -1.6866  0.11
H 3.1867 -0.8393 -0.1998  0.10
H 3.6192 -1.4182 -1.7377  0.05
H 2.6019 -3.0755 -2.2685  0.05
H 0.9937 -3.0588 -2.9743  0.12
H 1.3147 -3.4383 -1.1974  0.07
H 1.5494 -0.5454 -3.3970  0.09
H -0.0436 -1.1428 -2.9814  0.11
H 0.6633 0.3863 -2.3210  0.05
H 1.0648 1.6990 1.1019  0.13
H 1.1608 1.0986 -0.5930  0.05
H -0.4073 1.5077 0.1050  0.06
H 1.0617 -2.5963 2.7411  0.16
H -0.7831 -2.4483 2.7778  0.12
H 0.0345 -2.9233 1.2743  0.06
H -0.5992 0.9019 2.7794  0.06
H -0.1235 -0.3002 3.9342  0.13
H 1.0744 0.5664 3.1248  0.08
H -2.7632 0.6345 1.1550  0.09
H -2.2375 1.9802 2.1135  0.07
H -3.6731 2.1343 1.3137  0.06
H -3.1065 1.4951 -1.3246  0.07
H -3.3613 3.1492 -1.3585  0.10
H -1.6823 2.3796 -1.9354  0.07
H -1.6525 3.1755 0.3973  0.07

Cartesian forces, eV/Å:
-1.72 1.31 1.07
-1.91 1.45 -0.27
-0.48 -1.27 0.91
1.64 -0.95 2.11
1.72 -0.26 4.51
-1.55 -1.70 1.38
1.54 -0.48 0.66
-0.95 -0.71 2.17
-0.36 -1.00 -1.19
-0.88 -2.74 -3.05
0.35 0.73 -0.18
-1.70 -2.30 -2.02
0.04 2.63 2.30
0.12 -0.51 0.54
0.05 0.32 -0.11
1.58 -1.00 -1.08
1.76 -0.55 -0.42
0.66 0.40 1.66
-0.35 -0.92 0.34
0.90 0.03 -1.50
0.11 0.50 0.21
-0.77 1.60 0.18
-0.33 -0.58 -0.91
0.87 0.60 -1.05
-0.58 -0.30 0.08
-2.24 0.69 -1.53
0.78 0.34 -0.76
-0.11 -0.28 -1.44
-0.30 0.34 -0.45
0.04 -0.28 -1.19
1.75 0.88 -0.06
-0.11 0.10 -0.44
0.23 -0.03 0.16
-1.98 0.55 -0.25
0.17 -0.64 -0.57
1.35 0.11 -0.19
-0.40 0.53 -0.64
1.05 3.37 1.00

---

# 4
Molecular formula: C22H20N3O4S3SbSe4Ti
Method: DFT, the ωB97M-V functional and the def2-TZVPD basis

- Charge: -2
- Relative energy (zero: lowest compared OMol25 entry of this formula, charge and spin): 101.5 kJ/mol
- Largest force on an atom: 1.75 eV/Å
- DFT total energy: -359349.190 eV
- Spin multiplicity: 1

Each line ends with the Löwdin charge.
Positions of all 58 atoms, in Å:
Ti -0.2362 1.0458 1.9031  0.40
C -3.2573 0.3957 3.3422  -0.08
C -2.8222 0.5239 1.9340  -0.32
N -2.3861 1.6551 1.4725  -0.02
N -2.3745 1.7700 0.0852  -0.06
C -1.3735 2.3582 -0.4651  -1.06
S 0.1524 2.7445 0.2869  0.64
S -1.6948 2.8474 -2.1385  0.89
C -0.2454 2.2165 -3.0352  -0.43
C -0.2353 0.7121 -3.1117  -0.29
C 0.7792 -0.0225 -2.5105  -0.01
C 0.7807 -1.4098 -2.5920  -0.06
C -0.2360 -2.0720 -3.2604  -0.10
C -1.2561 -1.3425 -3.8597  -0.09
C -1.2514 0.0395 -3.7881  -0.06
C -2.8423 -0.6828 1.0618  -0.14
C -4.0002 -1.1984 0.4906  -0.03
C -3.9349 -2.3037 -0.3392  -0.10
C -2.6976 -2.9004 -0.5786  -0.09
C -1.5505 -2.4051 0.0095  -0.01
C -1.6062 -1.2858 0.8412  -0.30
O -0.4727 -0.7995 1.4066  -0.21
H -3.2069 1.3354 3.8834  0.01
H -2.7182 -0.3862 3.8787  0.03
H -4.3040 0.0627 3.3133  0.11
H 0.6759 2.6066 -2.6070  0.07
H -0.3671 2.6621 -4.0242  0.08
H 1.5904 0.4901 -2.0044  0.11
H 1.5928 -1.9675 -2.1488  0.10
H -0.2301 -3.1533 -3.3232  0.10
H -2.0540 -1.8529 -4.3860  0.10
H -2.0528 0.6095 -4.2461  0.10
H -4.9460 -0.7071 0.6852  0.12
H -4.8331 -2.6923 -0.8012  0.09
H -2.6262 -3.7593 -1.2345  0.10
H -0.5836 -2.8593 -0.1677  0.12
N 1.9556 0.8357 2.0512  -0.06
C 2.8060 0.5425 0.9077  -0.31
C 2.9486 -0.7637 0.4826  -0.03
C 3.7642 -1.0403 -0.6109  -0.07
C 4.4005 -0.0118 -1.2875  -0.26
C 4.2477 1.3025 -0.8526  -0.05
C 3.4540 1.5774 0.2491  -0.06
S 5.3839 -0.3471 -2.7574  0.39
O 5.4945 -1.7974 -2.7964  -0.38
O 4.5805 0.2273 -3.8266  -0.37
O 6.6380 0.3497 -2.5164  -0.37
H 2.2708 1.6750 2.5220  0.07
H 2.0426 0.0867 2.7304  0.09
H 2.4215 -1.5583 1.0001  0.12
H 3.9189 -2.0545 -0.9561  0.11
H 4.7604 2.0960 -1.3804  0.12
H 3.3312 2.5980 0.5973  0.11
Se 0.0422 1.8641 8.2591  -0.24
Sb -1.7807 1.1174 6.9146  -0.27
Se -3.5906 2.6440 6.5434  -0.21
Se -2.1233 -1.2408 6.6375  -0.20
Se -0.1428 1.6233 4.1172  0.22

Cartesian forces, eV/Å:
0.43 0.00 1.69
-0.23 -0.01 0.00
-0.21 -0.29 -0.12
0.55 -0.07 -0.26
-0.23 0.00 -0.14
-0.04 -0.21 -0.01
-0.17 0.11 -0.06
0.06 0.17 0.04
-0.04 -0.12 0.03
0.05 0.02 0.01
0.02 0.05 -0.04
-0.03 -0.01 -0.05
0.03 0.06 -0.02
0.00 0.00 -0.02
-0.03 -0.01 0.03
-0.40 0.14 0.12
0.09 0.03 0.07
0.13 -0.06 -0.03
-0.17 0.05 0.05
0.22 0.02 0.11
0.29 -0.29 -0.28
-0.55 1.06 0.14
0.06 0.03 0.02
0.08 -0.01 0.01
0.03 0.00 -0.02
-0.01 -0.01 0.08
0.05 -0.03 -0.03
0.00 -0.02 0.02
0.05 -0.01 0.05
0.00 -0.01 0.00
0.00 0.00 0.01
0.01 -0.01 0.02
-0.01 -0.01 -0.01
0.01 -0.01 0.00
-0.02 0.00 0.00
-0.03 0.01 -0.02
0.40 -0.35 -0.66
-0.21 0.10 0.15
0.05 -0.11 -0.07
-0.04 0.08 0.02
0.03 0.02 -0.02
-0.07 -0.17 0.05
0.04 0.11 -0.06
-0.03 0.02 0.02
-0.01 -0.04 0.00
0.00 0.01 -0.03
0.02 0.03 0.02
-0.03 0.09 0.11
-0.06 -0.01 0.17
0.01 0.00 -0.01
-0.01 0.01 -0.01
0.00 -0.01 0.00
0.00 -0.01 -0.01
-0.06 -0.05 -0.12
-0.11 -0.06 0.41
0.16 -0.17 -0.09
0.02 0.23 -0.06
-0.11 -0.28 -1.17

---

# 5
Molecular formula: C3H5NO2
Method: DFT, the ωB97M-V functional and the def2-TZVPD basis

- Relative energy (zero: lowest compared OMol25 entry of this formula, charge and spin): 477.8 kJ/mol
- Largest force on an atom: 2.99 eV/Å
- DFT total energy: -8772.743 eV
- Spin multiplicity: 1

Each line ends with the Löwdin charge.
Positions of all 11 atoms, in Å:
N -1.2728 0.6180 0.6684  0.22
C -0.5752 -0.3200 0.0445  -0.40
O -1.2392 -1.0784 -0.7882  0.13
C 0.8217 -0.5498 0.2490  -0.43
C 1.5812 0.4512 -0.5707  -0.07
O 1.5173 0.4277 0.8657  -0.09
H -0.7344 1.1990 1.2968  0.13
H -2.1362 0.9656 0.2765  0.13
H 1.1711 -1.5757 0.3130  0.15
H -0.4772 -1.5647 -1.2833  0.19
H 0.9056 1.2738 -0.8963  0.04

Cartesian forces, eV/Å:
0.13 0.12 0.18
0.29 0.75 0.84
1.84 -1.65 -1.67
-1.12 -1.53 -0.38
0.69 0.66 -1.57
0.33 1.18 1.87
-0.08 0.03 -0.03
0.16 -0.06 0.02
-0.09 -0.14 -0.07
-2.10 0.77 0.82
-0.06 -0.12 0.00

---

# 6
Molecular formula: C3H2BrClO
Method: DFT, the ωB97M-V functional and the def2-TZVPD basis

- SMILES string: O=C(Cl)Br.C#C
- Relative energy (zero: lowest compared OMol25 entry of this formula, charge and spin): 175.3 kJ/mol
- Largest force on an atom: 3.08 eV/Å
- DFT total energy: -87752.947 eV
- Spin multiplicity: 1

Each line ends with the Löwdin charge.
Positions of all 8 atoms, in Å:
O 1.5179 0.8253 -1.2936  -0.05
C 1.7680 0.6508 -0.1604  -1.46
Cl 1.6780 1.8468 0.9900  0.73
Br 2.2736 -1.0601 0.3369  0.76
C -2.0951 -0.1838 0.4037  -0.02
C -1.4959 -1.0225 -0.1986  -0.05
H -2.2883 0.8131 0.8306  0.04
H -1.3582 -1.8697 -0.9086  0.05

Cartesian forces, eV/Å:
-0.30 0.63 -0.97
-0.22 -0.67 -1.62
0.01 1.11 1.58
0.47 -1.10 1.00
0.31 2.57 0.90
-0.37 -2.39 -1.91
-0.18 -1.33 -0.21
0.28 1.18 1.22

---

Look up the largest force on an atom of the sixth one. 3.08 eV/Å

---

largest force on an atom of number 6 (C3H2BrClO)? 3.08 eV/Å

---

Number 5 is which compound? C3H5NO2